C28H37BrFGeO5S5TeY as an isolated structure in a non-equilibrium geometry. Source: OMol25; level of theory: ωB97M-V/def2-TZVPD.

```
80
C28H37BrFGeO5S5TeY | OMol25 | ωB97M-V/def2-TZVPD
Y -0.55276 0.70936 -0.15816
C -6.57342 0.90186 -5.17547
C -6.75570 0.05142 -3.90966
C -7.75074 0.76937 -2.99721
C -7.35690 -1.30616 -4.29997
C -5.40433 -0.15921 -3.23013
C -5.14015 0.22750 -1.92825
C -3.88500 0.00982 -1.39098
Br -3.57950 0.56852 0.40315
C -2.80561 -0.57214 -2.07442
O -1.64623 -0.74447 -1.49795
C -3.08451 -0.96486 -3.41854
C -4.35294 -0.75168 -3.93439
C -1.97045 -1.56237 -4.27715
C -0.86464 -0.50941 -4.45361
C -1.41568 -2.83405 -3.61857
C -2.45778 -1.95458 -5.67534
H -7.54330 1.11976 -5.63457
H -5.95727 0.38842 -5.91523
H -6.08205 1.84568 -4.93299
H -8.70227 0.89780 -3.52032
H -7.38608 1.75745 -2.70963
H -7.94289 0.19907 -2.08604
H -8.31512 -1.17310 -4.81345
H -7.52228 -1.91947 -3.41156
H -6.68802 -1.85564 -4.96433
H -5.89067 0.70337 -1.31245
H -4.54150 -1.05964 -4.95442
H -0.45533 -0.18120 -3.50184
H -1.25565 0.37559 -4.96003
H -0.04759 -0.92130 -5.05290
H -1.04097 -2.62568 -2.61946
H -0.59562 -3.23668 -4.21930
H -2.19903 -3.59583 -3.54664
H -2.81659 -1.09060 -6.24014
H -3.25469 -2.70357 -5.63861
H -1.61840 -2.38514 -6.22660
S 2.31341 -2.08545 -3.21458
S 2.13861 -3.69282 -2.17471
S 2.12872 -3.16204 -0.13242
S 1.99069 -1.23274 -0.01645
F -0.86344 1.86463 1.60680
C 3.40783 3.55525 3.16443
Te 2.20231 3.13835 1.43159
C 3.79372 3.36002 0.03009
H 4.23807 2.85417 3.24464
H 2.77369 3.44101 4.04322
H 3.78113 4.57831 3.13034
H 3.42803 3.97800 -0.78608
H 4.08198 2.38648 -0.35696
H 4.63620 3.83982 0.52789
O -1.03889 2.27394 -1.71779
S 0.39103 2.69459 -2.04709
O 0.66096 2.54381 -3.45767
O 1.17387 1.62788 -1.24890
O 0.68279 4.00293 -1.49408
Ge -0.30850 -1.44940 1.98626
C 1.03191 -1.01997 3.38802
C 1.10140 0.25144 3.96177
C 2.02593 0.53915 4.95718
C 2.91587 -0.43522 5.38922
C 2.87202 -1.69997 4.81801
C 1.93768 -1.98376 3.82980
C -1.98481 -1.44930 3.06180
C -2.49643 -0.25959 3.58655
C -3.65139 -0.25573 4.35596
C -4.33050 -1.44261 4.60479
C -3.84492 -2.63028 4.07575
C -2.68413 -2.62863 3.31035
H -0.02528 -2.97755 1.79793
H 0.43181 1.03062 3.61006
H 2.06111 1.53268 5.38892
H 3.64717 -0.20628 6.15614
H 3.56780 -2.46705 5.14016
H 1.91493 -2.97634 3.39094
H -1.99282 0.67792 3.36781
H -4.02964 0.67936 4.75354
H -5.23665 -1.43968 5.19985
H -4.37185 -3.56101 4.25590
H -2.31656 -3.56436 2.90137
```

The HOMO energy (spin up / spin down) comes out at -2.46 / -2.45 eV. The max |F| comes out at 1.16 eV/Å. The spin multiplicity is 1. Its molar mass is 1001.95 g mol⁻¹. For the HOMO-LUMO gap (spin up / spin down), the calculation gives 5.746 / 5.412 eV. As for the energy: -231670.195 eV. Its charge is -2.